The following is a quantum chemistry calculation of C34H33BF8O2S as an isolated structure, from OMol25.

Atoms and positions in Å:
1 S -2.07755 -2.43185 -2.97818
2 F -3.71467 -0.80392 2.19642
3 F -3.76387 0.45375 0.37197
4 F -4.58940 -1.58824 0.32604
5 F -1.29166 -5.35489 0.52686
6 F 0.04672 0.51351 5.80051
7 F 0.78012 -4.73734 0.98271
8 F -3.30876 3.12204 3.34421
9 F 0.18404 -5.13661 -1.10268
10 O 3.37866 -0.68401 -0.97480
11 O 2.33811 1.38727 -0.56500
12 C -0.52067 3.99926 1.19263
13 C -1.49100 -1.01598 -2.12052
14 C -1.97574 5.46587 2.69411
15 C -0.57123 -1.10227 -1.10068
16 C -0.66948 -3.15593 -0.10500
17 C -0.73896 1.59428 1.26422
18 C -1.89588 1.74337 2.03229
19 C 2.38231 2.36346 -2.80933
20 C 2.41005 -0.52788 -3.21122
21 C -1.93223 -2.70738 0.40122
22 C -3.58537 -0.83750 0.82463
23 C -2.22652 -1.37887 0.44237
24 C 4.78793 -0.11627 -2.83380
25 C -2.26423 3.00319 2.46958
26 C -2.10531 -0.14358 -4.20333
27 C -0.37900 -1.67534 4.97942
28 C -2.12214 -1.52851 -4.43533
29 C 3.42398 0.06273 -2.21982
30 C -0.57039 -2.12205 6.38871
31 C 3.11746 1.55666 -1.78275
32 C -1.57859 4.15384 2.09440
33 C -1.23660 -0.36449 -0.00872
34 C -0.24952 -4.59662 0.07046
35 C -0.14281 0.21615 3.48960
36 C -2.02217 -2.18932 -5.75283
37 C -0.19616 -0.31614 4.74683
38 C -0.20298 -0.58568 2.36556
39 C -0.11751 2.72969 0.75738
40 C -0.27769 0.14097 0.98932
41 C -0.10636 -1.97151 2.59288
42 C 4.33642 2.33549 -1.28197
43 C -1.88354 0.14846 -2.84634
44 C -0.29690 -2.50362 3.86240
45 C 0.15855 -2.24373 -0.72896
46 B 2.92367 0.24007 -0.13127
47 H -3.04115 5.68518 2.53055
48 H -0.00785 4.88748 0.83859
49 H 3.96699 3.24946 -0.79072
50 H -2.40404 -3.22456 -5.67236
51 H -1.78791 0.47231 -0.42797
52 H -0.95773 -2.20724 -6.07404
53 H 4.84480 0.54840 -3.71106
54 H 2.01533 3.29697 -2.36796
55 H -2.41835 0.89761 2.45195
56 H 0.14943 -2.66200 1.80413
57 H 4.89768 1.78789 -0.50624
58 H -1.38408 6.27461 2.25159
59 H -2.22031 0.58159 -5.02469
60 H -1.36267 -1.52430 6.86058
61 H 5.58993 0.13218 -2.13832
62 H 1.37187 -0.47436 -2.87772
63 H 5.01655 2.60828 -2.09478
64 H -0.86014 -3.17855 6.40862
65 H 0.72826 2.63253 0.08397
66 H 0.75477 0.11873 0.60769
67 H 0.35348 -1.98743 6.97218
68 H 1.23705 -2.27324 -0.75533
69 H 2.65254 -1.59332 -3.37979
70 H 4.91075 -1.15513 -3.18083
71 H -0.35276 -3.59913 3.99639
72 H 2.52114 -0.01463 -4.18333
73 H 3.09403 2.59800 -3.61621
74 H 1.53036 1.81882 -3.24246
75 H -2.61641 -1.57487 -6.45060
76 H -1.80304 5.48004 3.78299
77 H -2.58559 -3.43922 0.85409
78 H -1.91881 1.13293 -2.40054
79 H -0.07728 1.29442 3.43740

Total charge: 0
Energy above the lowest of the compared OMol25 structures with the same formula, charge and spin in kcal per mole: 157.1

The following is a quantum chemistry calculation of C34H33Cl3GeIrN4O2S5 as an isolated structure, from OMol25.

Atoms and positions in Å:
1 Ir -1.02879 0.30754 -0.63034
2 Ge 2.47555 0.89801 -3.91949
3 Cl 2.97678 -1.13514 -4.52976
4 Cl 1.93362 2.25876 -5.56244
5 Cl 4.32028 1.81472 -3.05619
6 S -3.44227 2.63311 -0.16445
7 S -4.86945 0.99978 0.23415
8 S -4.14456 -0.54838 -0.67125
9 S -1.59608 2.04692 0.59196
10 S -0.87894 -0.93566 2.41464
11 O 0.03428 0.20015 2.48776
12 O -0.51045 -2.18761 3.09670
13 N -0.91815 -1.18837 0.69002
14 N -3.17127 4.85979 -5.86076
15 N 2.74053 -0.44166 0.47022
16 N -0.91690 -1.35113 -1.89004
17 C 2.81159 2.09226 3.13608
18 C -4.85809 -0.89635 3.07653
19 C -1.41236 1.44104 -2.23728
20 C -5.01589 0.25345 3.86325
21 C -1.71268 -3.60127 0.91438
22 C -3.88955 1.05364 4.10750
23 C 3.07443 2.15360 4.60770
24 C 2.93057 0.89890 2.52319
25 C -2.07776 -4.83904 -1.15512
26 C -2.02232 3.07852 -4.34850
27 C 2.42399 1.87310 0.35026
28 C 2.71553 0.70561 1.11294
29 C -2.52982 -0.43534 2.86228
30 C 2.48670 3.21186 2.34331
31 C 4.20946 -1.77081 1.92347
32 C -2.59797 4.06325 -5.22784
33 C -2.59167 0.70556 3.68306
34 C -2.82206 1.92689 -4.15583
35 C 4.53508 -1.52656 -0.61843
36 C 3.54547 -1.59677 0.54912
37 C 2.56108 -2.78226 0.36881
38 C -2.49879 1.11950 -3.04335
39 C -0.97885 -2.61059 -3.93020
40 C -0.60562 2.57062 -2.48245
41 C -0.70910 -1.46801 -3.20101
42 C 2.30909 3.12360 0.95524
43 C -1.79601 -3.66251 -1.92819
44 C -1.32870 -2.47639 -1.22450
45 C -1.27239 -2.44023 0.21186
46 C -0.87621 3.34924 -3.62267
47 C -1.61289 -3.66575 -3.32904
48 C 2.05181 4.30977 0.03810
49 C -3.60395 -1.25321 2.60273
50 C -2.08313 -4.76587 0.20100
51 H 2.06048 5.24842 0.55568
52 H 2.83741 4.36095 -0.73076
53 H -3.41489 -2.17339 2.06360
54 H 4.86912 -0.92932 2.15430
55 H 3.05560 -3.75032 0.44311
56 H 2.32412 1.52939 5.13212
57 H 4.78366 -2.74192 1.87944
58 H -0.72949 -2.63994 -5.00599
59 H 4.01480 1.73180 4.90566
60 H -2.33922 -5.74882 -1.67159
61 H 5.18066 -0.67312 -0.43568
62 H 1.08369 4.20325 -0.45946
63 H -2.46128 -5.62523 0.76458
64 H -5.95589 0.52333 4.25546
65 H -5.72410 -1.53437 2.88706
66 H 2.36211 4.19069 2.81256
67 H 0.24125 2.79210 -1.84812
68 H 2.96149 3.15643 5.02842
69 H -2.01886 -4.49292 -3.93305
70 H 2.07975 -2.63218 -0.60356
71 H -3.13974 0.26882 -2.81336
72 H -0.27237 4.18651 -3.98694
73 H 1.79117 -2.65282 1.13108
74 H 2.41035 1.77908 -0.75938
75 H -3.65960 1.70792 -4.80685
76 H -1.72602 1.39601 3.83782
77 H 3.44203 -1.88256 2.70890
78 H 5.09841 -2.47991 -0.68214
79 H 3.13269 -0.00872 3.08931
80 H -3.91456 1.92987 4.78588
81 H -0.37438 -0.57207 -3.75974
82 H 3.98389 -1.35966 -1.55072
83 H -1.74545 -3.47758 1.98521

Calculated total energy in eV: -196949.2574
2S+1: 5
Total charge: -1

Q: total charge of number 2 (C34H33Cl3GeIrN4O2S5)?
A: -1